# 1
Density functional theory data (ωB97M-V with the def2-TZVPD basis set) for C44H63NP3SeSi2TeV as an isolated structure at a distorted geometry.

```
116
Properties=species:S:1:pos:R:3
V 0.531 -0.619 0.529
C 2.464 -1.846 2.733
P 0.803 -1.052 2.927
C -0.249 -2.236 3.828
C -1.246 -1.715 4.654
C -2.136 -2.557 5.293
C -2.044 -3.930 5.110
C -1.065 -4.451 4.281
C -0.175 -3.612 3.631
C 1.305 -0.022 4.376
C 1.578 1.321 4.178
C 2.116 2.099 5.190
C 2.384 1.532 6.422
C 2.095 0.194 6.642
C 1.566 -0.581 5.628
C 3.180 -0.867 1.861
C 4.454 -0.337 1.881
C 4.505 0.629 0.852
C 3.257 0.629 0.254
C 2.617 1.542 -0.742
P 0.879 1.723 -0.106
C 0.151 2.892 -1.336
C 0.866 4.012 -1.757
C 0.299 4.917 -2.633
C -1.007 4.742 -3.065
C -1.741 3.655 -2.625
C -1.157 2.732 -1.772
C 1.131 3.076 1.106
C 2.357 3.338 1.713
C 2.502 4.423 2.555
C 1.423 5.245 2.836
C 0.187 4.963 2.275
C 0.041 3.890 1.422
N 2.460 -0.284 0.869
H 2.323 -2.798 2.212
H 2.959 -2.000 3.696
H -1.320 -0.641 4.788
H -2.902 -2.150 5.941
H -2.740 -4.589 5.615
H -1.003 -5.520 4.132
H 0.552 -4.011 2.936
H 1.369 1.759 3.213
H 2.332 3.142 5.011
H 2.823 2.123 7.214
H 2.298 -0.250 7.608
H 1.351 -1.626 5.806
H 5.248 -0.592 2.561
H 5.351 1.240 0.582
H 2.560 1.104 -1.749
H 3.141 2.502 -0.805
H 1.867 4.185 -1.386
H 0.876 5.759 -2.992
H -1.453 5.470 -3.731
H -2.761 3.513 -2.963
H -1.719 1.875 -1.425
H 3.197 2.681 1.531
H 3.474 4.633 2.982
H 1.544 6.095 3.494
H -0.661 5.600 2.488
H -0.924 3.694 0.970
C -0.850 1.068 -4.743
Si 1.030 0.812 -4.975
C 1.211 0.452 -6.852
C 1.948 2.456 -4.638
C 1.803 -0.589 -3.981
Te 1.321 -1.442 -1.932
C -0.593 -2.076 -2.708
Si -0.525 -3.699 -3.693
C -0.894 -3.341 -5.542
C -1.941 -4.826 -3.067
C 1.135 -4.602 -3.471
H -1.176 2.006 -5.187
H -1.130 1.098 -3.696
H -1.403 0.262 -5.217
H 0.862 1.290 -7.451
H 0.630 -0.418 -7.139
H 2.243 0.257 -7.129
H 1.431 3.306 -5.072
H 2.952 2.426 -5.053
H 2.040 2.650 -3.575
H 2.874 -0.384 -3.889
H 1.732 -1.504 -4.575
H -0.980 -1.245 -3.290
H -1.205 -2.217 -1.819
H -1.859 -2.858 -5.655
H -0.923 -4.265 -6.110
H -0.150 -2.696 -5.994
H -2.914 -4.363 -3.210
H -1.813 -5.027 -2.009
H -1.950 -5.775 -3.595
H 1.924 -4.149 -4.066
H 1.077 -5.656 -3.729
H 1.417 -4.526 -2.422
C -2.875 -3.340 0.803
C -2.885 -1.969 1.459
P -1.884 -0.684 0.570
C -2.208 0.772 1.706
C -3.450 0.808 2.591
C -3.042 -0.431 -0.886
C -4.319 0.378 -0.696
H -3.381 -4.065 1.441
H -1.847 -3.672 0.666
H -3.379 -3.329 -0.164
H -2.449 -2.051 2.456
H -3.912 -1.599 1.551
H -2.155 1.672 1.082
H -1.322 0.783 2.361
H -4.373 0.801 2.016
H -3.438 1.721 3.191
H -3.462 -0.039 3.273
H -3.308 -1.445 -1.211
H -2.449 -0.002 -1.699
H -4.988 -0.108 0.012
H -4.836 0.453 -1.653
H -4.109 1.389 -0.350
Se 0.634 -3.115 0.225
```

Results
Gap between HOMO and LUMO (alpha / beta)   0.2035 / 0.2029 Eh
<S²>   0.76
E_LUMO (alpha / beta)   2.4 / 2.4 eV
E_tot   -6985.81035 hartree
Net charge   -1
2S+1   2

=====

# 2
Density functional theory data (ωB97M-V with the def2-TZVPD basis set) for C44H65BrGeN3O7RbSSeSi as an isolated structure at a distorted geometry.

```
125
Properties=species:S:1:pos:R:3
Rb -10.056 -26.971 7.973
O -7.172 -30.598 7.424
C -6.892 -31.109 8.573
C -6.895 -32.516 8.827
C -6.566 -32.939 10.086
C -5.925 -32.140 11.044
C -5.804 -30.808 10.747
C -6.410 -30.253 9.638
C -6.573 -28.739 9.433
O -7.427 -28.413 8.365
N -6.974 -28.024 10.570
N -7.525 -26.811 10.337
C -7.850 -26.151 11.394
C -8.389 -24.788 11.323
Br -8.857 -24.121 9.613
C -8.369 -24.026 12.458
C -9.312 -22.938 12.765
C -8.891 -21.903 13.700
C -9.817 -20.941 14.117
C -11.115 -20.924 13.536
C -11.436 -21.820 12.565
C -10.606 -22.834 12.160
H -7.409 -29.323 7.835
H -7.120 -33.251 8.037
H -6.852 -33.958 10.357
H -5.635 -32.534 11.989
H -5.209 -30.174 11.407
H -5.506 -28.468 9.139
H -6.547 -28.193 11.481
H -7.842 -26.609 12.431
H -7.520 -24.099 13.133
H -7.882 -21.931 14.100
H -9.554 -20.286 14.966
H -11.897 -20.278 14.030
H -12.377 -21.708 12.016
H -10.931 -23.626 11.470
N -11.858 -30.920 7.456
C -11.384 -30.716 8.688
O -10.399 -29.990 8.881
C -13.275 -32.222 8.995
C -12.042 -31.766 9.682
H -11.294 -30.518 6.723
H -12.558 -31.690 7.329
H -13.572 -33.260 8.983
H -14.092 -31.490 8.860
H -11.289 -32.511 9.688
H -12.097 -31.365 10.721
O -8.906 -24.993 6.154
H -8.590 -25.622 5.433
H -8.541 -24.077 6.003
C -9.342 -19.010 4.450
Ge -10.813 -20.050 3.520
C -10.847 -19.807 1.561
C -12.547 -19.390 4.260
C -10.513 -22.031 3.896
Se -12.114 -23.038 4.345
C -12.691 -23.600 2.591
H -9.793 -18.057 4.819
H -8.456 -18.798 3.810
H -9.013 -19.578 5.380
H -11.224 -18.779 1.360
H -11.595 -20.509 1.194
H -9.853 -20.016 1.137
H -13.386 -19.663 3.603
H -12.548 -18.290 4.381
H -12.773 -19.920 5.199
H -9.926 -22.140 4.826
H -10.012 -22.501 3.071
H -13.642 -24.126 2.702
H -11.882 -24.230 2.170
H -12.824 -22.688 2.043
O -10.508 -26.229 2.519
H -9.778 -26.329 3.149
H -10.638 -27.194 2.391
C -4.179 -28.014 3.232
C -5.491 -28.063 4.111
C -5.197 -27.240 5.405
C -5.838 -29.554 4.401
Si -7.016 -27.120 3.298
O -8.153 -26.612 4.288
C -6.423 -25.628 2.346
C -5.359 -25.552 1.453
C -5.000 -24.309 0.866
C -5.820 -23.241 0.985
C -7.051 -23.363 1.637
C -7.321 -24.531 2.342
C -7.640 -28.235 1.860
C -7.711 -27.869 0.514
C -8.134 -28.779 -0.482
C -8.527 -30.051 -0.136
C -8.480 -30.435 1.220
C -8.038 -29.536 2.170
H -3.471 -28.630 3.822
H -3.802 -26.992 3.141
H -4.378 -28.431 2.240
H -4.453 -27.754 6.003
H -6.115 -27.086 6.018
H -4.737 -26.296 5.135
H -5.043 -30.054 4.963
H -6.004 -30.055 3.435
H -6.713 -29.678 5.056
H -4.762 -26.443 1.233
H -4.089 -24.307 0.353
H -5.665 -22.283 0.501
H -7.735 -22.526 1.653
H -8.206 -24.623 2.950
H -7.352 -26.872 0.177
H -8.204 -28.432 -1.516
H -8.871 -30.812 -0.848
H -8.737 -31.433 1.545
H -7.973 -29.857 3.224
O -12.426 -24.800 8.368
S -13.545 -24.648 9.330
C -14.985 -25.065 8.225
C -15.536 -23.772 7.649
C -15.300 -22.584 8.626
C -14.074 -22.880 9.496
H -15.685 -25.537 8.939
H -14.516 -25.726 7.479
H -16.587 -23.963 7.384
H -15.020 -23.563 6.721
H -16.186 -22.466 9.274
H -15.199 -21.667 7.995
H -14.255 -22.733 10.575
H -13.223 -22.254 9.195
```

Results
Gap between HOMO and LUMO   0.0990 Eh
E_LUMO   3.0 eV
E_tot   -10170.59098 hartree
Net charge   -2